(P)
Molecular formula: CH8NO
Method: DFT, ωB97M-V with the def2-TZVPD basis set

HOMO energy: -15.54 eV
frontier orbital gap: 11.644 eV

ORCA input file:
```
! wB97M-V def2-TZVPD RIJCOSX def2/J DEFGRID3
* xyz 1 1
N -1.55 0.47 1.04
H -1.96 -0.44 1.19
H -2.19 1.00 0.44
H -0.64 0.45 0.48
H -1.47 1.05 1.87
C 1.46 -0.77 -0.81
O 0.67 0.36 -0.42
H 1.11 -1.20 -1.74
H 1.41 -1.49 -0.01
H 2.50 -0.48 -0.95
H 0.67 1.05 -1.10
*
```

(Q)
Molecular formula: CH8NO
Method: DFT, ωB97M-V with the def2-TZVPD basis set

HOMO energy: -15.66 eV
frontier orbital gap: 11.777 eV

ORCA input file:
```
! wB97M-V def2-TZVPD RIJCOSX def2/J DEFGRID3
* xyz 1 1
N -0.83 -0.58 1.55
H -0.09 -0.69 0.79
H -0.50 0.07 2.27
H -1.06 -1.47 2.00
H -1.72 -0.20 1.23
C 0.31 0.98 -1.19
O 0.63 -0.32 -0.62
H -0.06 1.61 -0.38
H -0.36 0.85 -2.03
H 1.18 1.45 -1.58
H 1.48 -0.62 -0.94
*
```

(R)
Molecular formula: CH8NO
Method: DFT, ωB97M-V with the def2-TZVPD basis set

HOMO energy: -15.19 eV
frontier orbital gap: 11.191 eV

ORCA input file:
```
! wB97M-V def2-TZVPD RIJCOSX def2/J DEFGRID3
* xyz 1 1
N -1.04 0.88 -1.23
H -1.66 0.60 -1.99
H -0.11 0.46 -1.31
H -1.48 0.66 -0.34
H -0.97 1.91 -1.30
C 0.64 -0.83 1.34
O 1.00 -0.16 0.10
H -0.44 -0.93 1.35
H 1.11 -0.34 2.18
H 1.05 -1.84 1.35
H 1.90 -0.42 -0.14
*
```

Computed stability ranking, most favorable first: (P), (Q), (R)

(P)
Molecular formula: CHNO
Method: DFT, ωB97M-V with the def2-TZVPD basis set

structure (SMILES): C#[N+][O-]
HOMO energy: -10.32 eV
frontier orbital gap: 10.673 eV

ORCA input file:
```
! wB97M-V def2-TZVPD RIJCOSX def2/J DEFGRID3
* xyz 0 1
C 0.76 -0.03 0.00
N -0.48 -0.01 0.00
O -2.09 0.02 0.00
H 1.81 0.01 0.00
*
```

(Q)
Molecular formula: CHNO
Method: DFT, ωB97M-V with the def2-TZVPD basis set

structure (SMILES): C1=NO1
HOMO energy: -9.52 eV
frontier orbital gap: 10.406 eV

ORCA input file:
```
! wB97M-V def2-TZVPD RIJCOSX def2/J DEFGRID3
* xyz 0 1
C 0.27 -0.10 0.04
N -0.76 -0.81 0.01
O -0.74 0.71 0.02
H 1.23 0.20 -0.07
*
```

Computed stability ranking, most favorable first: (Q), (P)

(P)
Molecular formula: CH2OS2
Method: DFT, ωB97M-V with the def2-TZVPD basis set

HOMO energy: -8.76 eV
frontier orbital gap: 7.690 eV

ORCA input file:
```
! wB97M-V def2-TZVPD RIJCOSX def2/J DEFGRID3
* xyz 0 1
C 0.49 -0.28 0.02
H -0.16 1.51 -0.95
H -1.74 0.03 1.12
O 0.59 0.99 -0.02
S -1.18 -1.13 -0.12
S 2.00 -1.13 -0.05
*
```

(Q)
Molecular formula: CH2OS2
Method: DFT, ωB97M-V with the def2-TZVPD basis set

structure (SMILES): OC(=S)S
HOMO energy: -9.13 eV
frontier orbital gap: 9.213 eV

ORCA input file:
```
! wB97M-V def2-TZVPD RIJCOSX def2/J DEFGRID3
* xyz 0 1
C -0.03 -0.05 -0.13
H 0.42 -1.06 -1.59
H -0.30 1.14 1.84
O 0.12 -1.23 -0.70
S -0.66 -0.13 1.51
S 0.46 1.33 -0.94
*
```

(R)
Molecular formula: CH2OS2
Method: DFT, ωB97M-V with the def2-TZVPD basis set

structure (SMILES): OC(=S)S
HOMO energy: -9.43 eV
frontier orbital gap: 9.117 eV

ORCA input file:
```
! wB97M-V def2-TZVPD RIJCOSX def2/J DEFGRID3
* xyz 0 1
C 0.70 -0.18 0.08
H -0.67 1.27 -0.19
H -1.78 -0.35 0.28
O 0.28 1.16 -0.06
S -0.78 -1.12 -0.07
S 2.24 -0.77 -0.05
*
```

Computed stability ranking, most favorable first: (Q), (R), (P)

(P)
Molecular formula: C33H70N2O11
Method: DFT, ωB97M-V with the def2-TZVPD basis set

HOMO energy: -8.37 eV
frontier orbital gap: 8.363 eV

ORCA input file:
```
! wB97M-V def2-TZVPD RIJCOSX def2/J DEFGRID3
* xyz 0 1
C -3.79 2.70 1.97
N -2.52 3.13 1.31
C -2.74 4.49 0.77
C -1.55 3.12 2.53
C -2.23 2.11 0.28
C -0.87 2.33 -0.47
O -0.61 1.25 -1.33
H -3.70 1.78 2.49
H -4.39 2.40 1.23
H -4.16 3.35 2.49
H -1.68 4.87 0.65
H -3.28 5.16 1.48
H -3.23 4.53 -0.29
H -1.84 3.88 3.37
H -0.43 3.47 2.12
H -1.26 2.14 2.95
H -3.11 1.81 -0.49
H -2.02 1.10 0.96
H -0.24 2.44 0.27
H -0.92 3.21 -0.92
H -0.57 0.59 -0.77
N 0.33 -0.67 0.83
O 0.17 0.13 1.83
O -0.54 -1.43 0.54
O 1.38 -0.66 0.29
C 3.75 2.68 -2.48
C 2.68 1.63 -2.68
C 2.90 1.01 -4.08
O 3.95 1.86 -4.65
C 4.71 2.33 -3.73
H 4.24 2.49 -1.49
H 3.37 3.75 -2.58
H 1.55 2.03 -2.54
H 2.61 0.66 -1.97
H 2.02 1.13 -4.74
H 3.24 -0.12 -4.10
H 5.33 3.00 -4.17
H 5.35 1.73 -3.24
C 3.79 4.61 2.30
C 3.65 3.12 1.83
C 2.37 3.10 1.10
O 1.66 4.23 1.69
C 2.62 5.19 1.65
H 4.59 5.25 1.84
H 3.78 4.56 3.30
H 3.53 2.62 2.76
H 4.43 2.78 1.04
H 1.89 2.14 1.00
H 2.62 3.32 0.16
H 2.18 5.92 1.96
H 2.70 5.67 0.57
C -5.70 -1.72 -0.37
C -4.11 -1.70 -0.71
C -4.04 -0.61 -1.60
O -4.83 0.33 -1.00
C -6.08 -0.36 -0.63
H -5.86 -2.21 0.72
H -5.98 -2.58 -1.13
H -3.52 -2.57 -1.03
H -3.46 -1.47 0.05
H -4.47 -0.89 -2.72
H -3.05 -0.22 -1.82
H -6.74 -0.17 -1.29
H -6.39 -0.05 0.25
C 1.56 -3.47 -1.34
C 2.33 -4.75 -0.90
C 3.74 -4.46 -1.44
O 3.89 -3.05 -1.18
C 2.64 -2.40 -1.61
H 0.76 -3.13 -0.59
H 1.25 -3.46 -2.27
H 1.80 -5.71 -1.36
H 2.58 -4.87 0.18
H 3.76 -4.59 -2.66
H 4.54 -5.04 -1.21
H 2.61 -2.13 -2.75
H 2.55 -1.40 -1.00
C -0.34 -1.67 -5.28
C 0.18 -1.34 -3.86
C -0.79 -2.14 -2.97
O -1.95 -2.11 -3.72
C -1.72 -2.07 -5.20
H 0.15 -2.37 -5.82
H -0.33 -0.54 -5.79
H -0.08 -0.32 -3.57
H 1.05 -1.53 -3.90
H -0.99 -2.07 -1.82
H -0.53 -3.24 -3.03
H -2.64 -1.52 -5.47
H -1.79 -2.94 -5.55
C -3.03 -2.37 3.31
C -4.50 -2.27 3.73
C -4.66 -0.75 3.88
O -3.36 -0.20 4.16
C -2.49 -1.01 3.33
H -3.22 -2.69 2.22
H -2.63 -2.91 4.12
H -4.42 -2.56 4.69
H -5.23 -2.82 3.10
H -5.49 -0.55 4.55
H -4.90 -0.62 2.90
H -1.60 -1.06 3.74
H -2.49 -0.63 2.39
C 3.12 -3.08 2.91
C 2.86 -1.70 3.54
C 4.02 -0.71 3.04
O 4.90 -1.71 2.57
C 4.25 -2.71 1.82
H 2.34 -3.73 2.73
H 3.52 -3.62 3.45
H 2.73 -1.70 4.51
H 1.87 -1.45 3.21
H 4.42 -0.31 3.97
H 3.83 -0.19 2.16
H 4.81 -3.72 1.66
H 3.69 -2.26 0.86
*
```

(Q)
Molecular formula: C33H70N2O11
Method: DFT, ωB97M-V with the def2-TZVPD basis set

HOMO energy: -8.06 eV
frontier orbital gap: 8.447 eV

ORCA input file:
```
! wB97M-V def2-TZVPD RIJCOSX def2/J DEFGRID3
* xyz 0 1
C 1.96 -0.06 0.15
N 0.60 0.13 -0.10
C 0.42 1.10 -1.26
C 0.00 -1.16 -0.70
C -0.30 0.64 1.01
C -1.78 0.75 0.89
O -2.32 1.13 2.12
H 2.19 -0.78 0.88
H 2.35 0.75 0.62
H 2.50 -0.20 -0.70
H -0.58 1.42 -1.62
H 1.02 0.92 -2.15
H 0.84 2.11 -1.00
H 0.57 -1.49 -1.64
H -1.17 -1.12 -0.90
H 0.29 -1.88 0.10
H 0.25 1.55 1.28
H 0.04 -0.18 1.66
H -2.09 -0.23 0.67
H -2.04 1.47 0.27
H -2.06 2.21 2.11
N -1.21 4.18 0.65
O -1.76 4.03 -0.49
O -1.78 3.92 1.77
O 0.00 4.25 0.60
C -1.72 -2.25 4.54
C -0.61 -1.23 4.82
C 0.58 -1.79 3.96
O -0.01 -2.46 2.91
C -1.11 -3.18 3.48
H -2.72 -1.93 4.17
H -1.89 -2.98 5.41
H -0.13 -1.09 5.86
H -0.81 -0.23 4.29
H 1.19 -2.61 4.47
H 1.14 -1.05 3.60
H -0.74 -4.14 3.94
H -1.63 -3.54 2.70
C 1.53 0.32 -5.53
C 0.12 0.90 -5.31
C -0.68 -0.44 -4.93
O 0.30 -1.09 -4.19
C 1.55 -1.02 -4.74
H 2.24 1.21 -5.05
H 1.82 0.15 -6.56
H -0.42 1.12 -6.33
H 0.02 1.42 -4.32
H -1.08 -1.03 -5.80
H -1.67 -0.31 -4.29
H 1.74 -1.98 -5.31
H 2.34 -0.96 -3.97
C 4.57 4.51 -2.01
C 4.75 3.61 -3.21
C 3.63 2.54 -2.97
O 3.53 2.65 -1.56
C 3.30 4.02 -1.24
H 4.39 5.65 -2.36
H 5.58 4.51 -1.47
H 5.53 2.94 -3.03
H 4.92 4.28 -4.01
H 3.87 1.59 -3.29
H 2.82 2.95 -3.58
H 3.39 4.32 -0.25
H 2.11 4.39 -1.61
C 3.27 3.16 2.82
C 4.44 2.40 2.26
C 4.39 1.14 3.03
O 3.04 0.89 3.37
C 2.48 2.14 3.72
H 2.48 3.44 1.93
H 3.51 3.82 3.51
H 5.24 2.98 2.52
H 4.39 1.96 1.37
H 5.18 1.30 3.85
H 4.85 0.51 2.26
H 2.70 2.27 4.73
H 1.38 2.20 3.63
C -7.38 -1.57 2.23
C -6.33 -1.04 1.34
C -5.19 -0.87 2.33
O -5.39 -1.84 3.27
C -6.69 -2.47 3.22
H -8.12 -2.21 1.67
H -7.91 -0.79 2.83
H -6.59 -0.12 0.81
H -6.07 -1.96 0.50
H -5.17 0.13 2.94
H -4.29 -1.01 1.84
H -7.06 -2.41 4.06
H -6.59 -3.51 2.91
C -5.01 -0.85 -2.98
C -4.69 0.56 -3.43
C -3.62 1.04 -2.49
O -2.98 -0.13 -2.18
C -3.84 -1.19 -1.98
H -4.91 -1.63 -3.88
H -6.02 -1.16 -2.63
H -5.52 1.22 -3.26
H -4.40 0.68 -4.52
H -3.93 1.44 -1.73
H -3.02 1.89 -2.64
H -4.09 -1.41 -0.94
H -3.51 -2.14 -2.19
C 2.77 -4.23 -0.30
C 2.51 -3.85 1.10
C 3.84 -3.15 1.52
O 4.22 -2.53 0.26
C 3.92 -3.39 -0.84
H 1.87 -4.34 -0.87
H 3.26 -5.18 -0.49
H 2.32 -4.84 1.67
H 1.67 -3.18 1.02
H 4.45 -3.97 1.56
H 3.83 -2.51 2.52
H 4.83 -4.06 -1.05
H 3.81 -2.87 -1.62
*
```

Computed stability ranking, most favorable first: (Q), (P)

(P)
Molecular formula: C3H6ClNS
Method: DFT, ωB97M-V with the def2-TZVPD basis set

structure (SMILES): CS/N=C\CCl
HOMO energy: -8.76 eV
frontier orbital gap: 9.526 eV

ORCA input file:
```
! wB97M-V def2-TZVPD RIJCOSX def2/J DEFGRID3
* xyz 0 1
C 2.49 -0.20 -0.30
C -1.12 0.79 -0.11
C -2.05 -0.23 0.51
H 2.64 0.48 0.56
H 3.21 -0.99 -0.09
H 2.77 0.26 -1.26
H -1.56 1.75 -0.27
H -2.49 0.04 1.46
H -1.43 -1.15 0.61
N 0.11 0.67 -0.43
S 0.89 -0.89 -0.20
Cl -3.46 -0.53 -0.49
*
```

(Q)
Molecular formula: C3H6ClNS
Method: DFT, ωB97M-V with the def2-TZVPD basis set

HOMO energy (spin up / spin down): -9.12 / -6.03 eV
frontier orbital gap (spin up / spin down): 9.675 / 5.419 eV

ORCA input file:
```
! wB97M-V def2-TZVPD RIJCOSX def2/J DEFGRID3
* xyz 0 1
C 0.48 1.17 -0.39
C 2.88 -0.08 0.16
C -2.89 -1.12 0.51
N -0.57 1.68 -0.17
S 1.51 0.00 -1.07
Cl -3.01 0.04 -0.77
H 3.38 0.87 0.20
H 3.62 -0.57 -0.28
H 2.55 -0.63 1.03
H -3.73 -1.08 1.13
H -2.69 -2.18 0.15
H -1.51 1.90 -0.50
*
```

Computed stability ranking, most favorable first: (P), (Q)

(P)
Molecular formula: C3H11N5
Method: DFT, ωB97M-V with the def2-TZVPD basis set

structure (SMILES): [H]/N=C(\NN)NN(C)C
HOMO energy: -8.40 eV
frontier orbital gap: 9.139 eV

ORCA input file:
```
! wB97M-V def2-TZVPD RIJCOSX def2/J DEFGRID3
* xyz 0 1
C 0.41 -2.15 -1.05
C -0.94 -2.00 0.98
C 0.38 0.90 0.36
H 1.51 -1.63 -1.49
H 0.29 -3.22 -0.76
H -0.33 -1.80 -1.85
H -0.58 -3.04 0.94
H -1.04 -1.71 2.14
H -2.06 -1.89 0.51
H -1.15 0.04 -0.57
H 2.29 1.36 1.63
H 0.32 2.87 0.42
H -0.04 2.75 -1.69
H -1.68 2.70 -1.31
N 0.18 -1.37 0.29
N -0.14 -0.20 -0.40
N 1.46 0.66 1.15
N -0.27 2.15 0.18
N -0.74 2.06 -1.17
*
```

(Q)
Molecular formula: C3H11N5
Method: DFT, ωB97M-V with the def2-TZVPD basis set

HOMO energy: -7.76 eV
frontier orbital gap: 8.500 eV

ORCA input file:
```
! wB97M-V def2-TZVPD RIJCOSX def2/J DEFGRID3
* xyz 0 1
C 0.85 0.33 1.21
C 1.14 0.57 -0.15
C -1.10 -0.55 1.45
N -0.21 -0.04 -1.31
N -0.01 0.04 -2.69
N 0.80 1.44 2.09
N -0.68 -1.15 -0.86
N -1.28 -2.05 -1.50
H 1.33 -0.54 1.64
H 0.76 -0.56 -2.99
H 0.17 1.01 -2.93
H 0.26 2.21 1.72
H 0.45 1.20 3.01
H -1.46 -1.74 -2.47
H 1.95 -0.01 -0.57
H 1.11 1.61 -0.50
H -0.80 -0.67 2.48
H -1.61 -1.45 1.14
H -1.66 0.36 1.24
*
```

Computed stability ranking, most favorable first: (P), (Q)

(P)
Molecular formula: C3H8N2OP
Method: DFT, ωB97M-V with the def2-TZVPD basis set

HOMO energy: -14.75 eV
frontier orbital gap: 11.230 eV

ORCA input file:
```
! wB97M-V def2-TZVPD RIJCOSX def2/J DEFGRID3
* xyz 1 1
C -0.64 -0.26 1.53
C 0.24 1.61 -1.82
C 1.20 0.86 -1.29
N -0.52 -1.17 0.52
N -1.65 -0.27 2.40
O 0.27 0.64 1.42
P 0.99 -0.64 -0.22
H -0.85 1.30 -1.71
H 0.56 2.57 -2.29
H 2.25 0.98 -1.16
H -1.17 -1.94 0.50
H -2.25 -1.07 2.62
H -1.58 0.56 2.95
H 2.14 -0.76 0.42
H 1.39 -1.62 -1.09
*
```

(Q)
Molecular formula: C3H8N2OP
Method: DFT, ωB97M-V with the def2-TZVPD basis set

structure (SMILES): C/C=[NH+]/[PH2]=C=NO
HOMO energy: -12.77 eV
frontier orbital gap: 9.189 eV

ORCA input file:
```
! wB97M-V def2-TZVPD RIJCOSX def2/J DEFGRID3
* xyz 1 1
C -1.67 -1.81 -1.09
C 1.97 2.20 1.20
C 1.33 1.10 0.49
N -2.60 -1.86 -1.79
N 0.71 0.10 1.00
O -3.63 -1.72 -2.54
P -0.51 -0.90 -0.05
H 2.94 2.42 0.76
H 1.37 3.10 1.03
H 2.06 2.03 2.27
H 1.35 1.11 -0.60
H -3.94 -2.59 -2.88
H 0.64 0.08 2.02
H -0.57 -1.85 0.95
H 0.56 -1.41 -0.75
*
```

Computed stability ranking, most favorable first: (P), (Q)

(P)
Molecular formula: C5H15N2S
Method: DFT, ωB97M-V with the def2-TZVPD basis set

HOMO energy (spin up / spin down): -9.20 / -9.20 eV
frontier orbital gap (spin up / spin down): 9.961 / 8.469 eV

ORCA input file:
```
! wB97M-V def2-TZVPD RIJCOSX def2/J DEFGRID3
* xyz 0 2
C 1.26 1.28 -5.36
N -0.35 -1.49 0.59
C -1.08 -0.96 1.75
C 0.01 -1.01 2.82
S -0.55 -0.15 4.37
C -2.34 -1.77 2.03
C 1.65 2.03 -4.34
N 0.99 1.30 -0.34
H 0.97 0.25 -5.21
H 1.15 1.68 -6.36
H -0.93 -1.55 -0.24
H -1.32 0.09 1.54
H 0.25 -2.03 3.08
H 0.84 -0.39 2.50
H 0.64 0.41 4.64
H -2.11 -2.84 2.00
H -3.17 -1.41 1.44
H -2.62 -1.61 3.06
H 1.93 1.57 -3.40
H 1.89 3.08 -4.44
H 1.89 1.01 -0.01
H 0.37 0.50 -0.40
H 0.62 2.01 0.28
*
```

(Q)
Molecular formula: C5H15N2S
Method: DFT, ωB97M-V with the def2-TZVPD basis set

HOMO energy (spin up / spin down): -3.17 / -9.25 eV
frontier orbital gap (spin up / spin down): 3.928 / 9.911 eV

ORCA input file:
```
! wB97M-V def2-TZVPD RIJCOSX def2/J DEFGRID3
* xyz 0 2
C 0.13 -0.55 1.12
N 0.73 0.57 0.45
C 0.10 1.89 0.62
C -0.14 2.56 -0.71
S 1.43 3.05 -1.51
C -0.57 -1.55 0.16
N -0.12 -1.25 -1.27
C -0.40 -3.00 0.52
H -0.66 -0.22 1.78
H 0.85 -1.07 1.74
H 1.71 0.62 0.63
H 0.74 2.54 1.21
H -0.84 1.76 1.15
H -0.74 3.46 -0.59
H -0.66 1.90 -1.38
H 1.44 4.33 -1.13
H -1.62 -1.30 0.12
H -1.03 -1.12 -1.85
H 0.44 -0.39 -1.23
H 0.34 -2.05 -1.69
H 0.49 -3.49 0.14
H -0.41 -3.09 1.61
H -1.20 -3.61 0.12
*
```

Computed stability ranking, most favorable first: (P), (Q)